1.
The following is a quantum chemistry calculation of C19H21IrN4O2 as an isolated structure, from OMol25.

Geometry as XYZ:
```
47
Properties=species:S:1:pos:R:3:forces:R:3:nbo_charge:R:1
H -1.4952 1.5463 4.6852 0.001 0.001 0.000 0.266
H -1.9606 -3.0043 4.6106 -0.001 0.000 0.000 0.277
H -0.3694 -2.9966 -4.0896 0.003 0.002 0.000 0.273
H -0.1716 2.5052 -1.4618 0.018 0.004 -0.015 0.413
H -4.2759 -1.8621 -2.6870 0.000 0.000 0.000 0.273
H -0.5556 1.3277 -2.4881 -0.017 0.004 0.011 0.428
H -2.3570 -3.5567 -5.4541 0.000 0.001 -0.001 0.259
C -2.4168 -2.5430 -3.5645 -0.004 0.002 0.003 0.149
C 1.4586 1.4176 -2.1047 -0.021 0.006 0.001 -0.226
N -1.2436 -1.0206 -1.5391 0.023 -0.014 0.022 -0.504
H 0.5982 -1.6411 -2.2755 0.010 0.000 0.000 0.231
H -0.0064 3.3121 0.3782 0.002 0.006 0.004 0.207
H -3.9512 -2.9026 -5.0118 0.000 0.001 0.000 0.264
Ir -0.5766 0.2519 -0.0748 0.073 0.118 0.036 1.496
H -3.3314 -4.3381 -4.2105 0.001 0.000 -0.001 0.280
C -1.2599 -0.3336 2.6732 -0.004 -0.008 0.011 0.231
H 2.1966 2.2016 -0.2124 -0.013 0.005 -0.001 0.256
C -0.4723 -1.6979 -2.4168 -0.001 -0.023 0.003 0.045
C -3.0437 -3.3698 -4.6319 -0.001 -0.002 0.001 -0.669
C -2.5889 -1.1051 -1.6467 -0.004 0.004 0.000 0.018
H -3.1810 -0.5720 -0.9061 -0.003 0.004 -0.005 0.227
C 2.4018 0.0929 -0.1722 0.040 0.027 -0.025 0.767
H 3.4300 1.5449 -1.2590 0.000 -0.014 0.005 0.315
N -0.5998 1.6265 1.4447 -0.052 -0.089 -0.035 -0.502
H -1.6462 -0.5595 4.7700 0.000 0.000 -0.001 0.260
H 1.6929 2.2628 -2.7506 -0.009 -0.009 -0.010 0.261
H -0.2385 4.8608 2.2683 -0.002 0.001 0.000 0.283
N -1.1445 -0.9555 1.4749 -0.006 -0.026 -0.008 -0.477
C -0.4645 3.8117 2.3994 0.007 0.000 -0.017 -0.207
H -1.0065 3.9583 4.4768 0.000 0.000 0.001 0.280
C -1.2875 -2.2853 1.3880 -0.003 0.010 0.006 0.083
C -1.1616 1.9479 3.7398 0.003 -0.006 -0.003 -0.183
C -1.7305 -2.4292 3.7231 0.000 -0.003 0.005 -0.070
C -1.5879 -3.0542 2.4961 0.001 0.000 -0.005 -0.196
C -1.0264 -2.4595 -3.4178 -0.001 0.002 0.010 -0.211
O 1.0884 -0.5067 0.1243 -0.007 -0.007 -0.036 -0.471
N 0.0231 1.5272 -1.6703 0.014 0.000 -0.004 -0.776
C -3.1952 -1.8352 -2.6383 -0.001 -0.003 -0.001 -0.207
H -1.1481 -2.7303 0.4133 0.002 -0.003 -0.001 0.234
O 3.2918 -0.5495 0.2278 -0.053 -0.024 0.009 -0.351
C -0.8884 3.3043 3.6220 0.000 -0.003 0.006 -0.040
H -1.6960 -4.1245 2.3902 -0.001 0.000 0.000 0.279
C 2.4055 1.3919 -0.9186 -0.006 0.003 0.022 -0.562
H 1.5549 0.5135 -2.7038 0.006 0.001 -0.009 0.229
C -1.5588 -1.0511 3.8124 -0.002 0.003 -0.003 -0.188
C -1.0101 1.1208 2.6453 -0.007 -0.001 0.026 0.171
C -0.3362 2.9475 1.3392 0.013 0.028 -0.004 0.087
```
Positions in Å, forces in eV/Å.

highest occupied orbital energy (spin up / spin down)	-18.998 / -18.997	eV
ΔE to the lowest compared entry with this formula, charge and spin	0.0	kJ/mol
energy	-32910.977	eV
frontier orbital gap (spin up / spin down)	6.97 / 5.89	eV
multiplicity	2
max |F|	0.14	eV/Å
charge	+3

---

2.
The following is a quantum chemistry calculation of an isolated ion of composition C19H21N2O2 and charge +1 in a non-equilibrium geometry, from OMol25.

Geometry as XYZ:
```
44
Properties=species:S:1:pos:R:3:forces:R:3:nbo_charge:R:1
C 1.5820 -1.8151 4.2721 -1.206 0.115 -1.548 -0.015
C 5.5090 -1.8214 4.4071 0.717 0.297 -0.015 -0.204
H 1.0349 -2.5910 1.0309 0.626 0.273 0.010 0.255
H 7.4949 0.9563 4.4916 0.097 0.131 0.046 0.237
H 10.6472 -2.2592 4.9796 0.015 -0.026 0.084 0.188
C 1.4188 -3.3051 4.3665 1.371 0.080 0.664 -0.172
C 7.8728 -2.4127 4.3692 0.723 0.128 0.084 -0.338
H 1.4326 -7.1064 5.1246 -0.087 0.478 0.265 0.237
C 5.8983 -0.4604 4.5013 -0.838 -0.617 -0.322 -0.130
C 1.8120 -2.0501 1.5909 -0.997 0.341 0.872 -0.393
H 10.4301 -2.2145 3.2104 -0.001 -0.027 -0.093 0.187
O 3.9075 -3.5195 4.3847 -1.150 0.403 -1.271 -0.480
C 6.5588 -2.7942 4.4273 -1.832 0.426 -0.350 -0.068
H 8.6400 -3.1776 4.3276 -0.118 0.071 0.065 0.230
N -0.4364 -1.9093 2.4107 1.384 -1.915 0.838 -0.282
C -1.5070 -1.2734 2.2839 -1.534 1.963 -0.022 -0.055
C 0.9907 0.1102 2.6001 -0.133 -0.819 0.272 -0.412
C 10.5910 -1.6164 4.1042 -0.869 0.485 0.135 -0.256
H 3.0983 -0.2392 4.3153 0.260 -0.599 -0.121 0.231
C 2.6072 -5.4135 4.7000 2.536 0.417 -1.017 -0.238
H 3.6211 -5.8973 4.7716 -1.367 0.294 -0.087 0.243
H -0.6815 -3.3167 4.9339 0.626 -0.567 -0.463 0.227
C 2.6121 -4.0805 4.3128 -0.074 1.096 2.031 0.367
H 5.0938 0.2878 4.5807 0.704 -0.218 -0.090 0.209
C 0.2349 -5.3103 5.0087 0.317 1.392 -0.597 -0.198
H 1.4460 0.3078 1.6264 -0.401 0.361 0.383 0.228
H 11.5005 -1.0356 4.0085 -0.019 0.062 0.003 0.216
C 7.2196 -0.0847 4.4600 0.573 -0.293 0.006 -0.269
C 0.2160 -3.9319 4.7192 0.259 -0.528 0.658 -0.156
C 2.9674 -1.3205 4.2247 1.625 -0.747 0.792 -0.424
H 2.5909 -2.7281 1.9146 -0.024 -0.029 0.313 0.237
H 2.2446 -1.2055 1.0604 0.026 -0.473 -0.190 0.216
H -0.6802 -5.7800 5.2821 -0.449 -0.416 0.168 0.230
H 1.5434 0.6137 3.3898 -0.062 -0.090 -0.115 0.230
N 1.0229 -1.4206 2.7956 -1.947 1.874 -3.170 -0.127
O 9.5195 -0.6408 4.2585 0.020 -0.250 -0.027 -0.480
C 8.2384 -1.0618 4.3550 -0.137 -0.002 0.002 0.371
C 4.0753 -2.1684 4.2657 -1.132 0.127 1.199 0.437
C 1.4361 -6.0227 4.9649 -1.554 -1.446 0.104 -0.182
H -0.0701 0.4106 2.6395 0.929 0.179 -0.048 0.214
H 6.3184 -3.8558 4.4479 -0.006 0.285 -0.098 0.221
H 0.8431 -1.1648 4.8148 0.883 -0.958 0.248 0.231
H -1.7412 -0.1173 2.4342 0.572 -2.344 -0.254 0.187
H -2.4140 -1.9131 1.9416 1.675 1.088 0.653 0.251
```
Positions in Å, forces in eV/Å.

highest occupied orbital energy	-10.800	eV
ΔE to the lowest compared entry with this formula, charge and spin	602.0	kJ/mol
energy	-27108.397	eV
SMILES	C=N[N+](C)(C)[C@@H]1C=C(c2ccc(OC)cc2)Oc2ccccc21
frontier orbital gap	7.98	eV
multiplicity	1
max |F|	4.16	eV/Å
charge	+1

---

3.
The following is a quantum chemistry calculation of the molecule C19H21N3O3 in a non-equilibrium geometry, from OMol25.

Geometry as XYZ:
```
46
Properties=species:S:1:pos:R:3:forces:R:3:nbo_charge:R:1
H -2.3071 0.0472 -8.1036 -0.030 -0.043 -0.091 0.225
C -3.1839 1.1735 -2.5941 0.065 -0.040 0.008 -0.649
C 1.7380 1.3422 4.2690 0.031 -0.131 0.186 -0.242
H -4.5574 1.0148 -5.2751 -0.243 0.002 0.037 0.221
C -0.2948 1.1479 -3.5490 0.324 0.039 0.290 -0.262
C 1.2377 -1.2385 3.4008 -0.068 -0.021 -0.266 -0.230
C 1.3857 1.1145 2.9585 -0.013 -0.161 0.014 -0.214
O 0.1424 -0.0012 -1.4342 0.073 0.248 0.168 -0.414
O 2.2006 0.6155 6.4394 0.017 0.192 -0.018 -0.499
C -2.7591 1.1115 -4.0153 -0.119 0.041 -0.111 0.168
H -3.8639 0.8647 -7.8734 -0.033 -0.008 -0.075 0.216
H 1.3781 -0.9404 7.5241 0.113 0.019 -0.078 0.171
C 1.8466 0.2803 5.1699 -0.063 -0.022 -0.238 0.278
C 1.1307 -0.1808 2.5070 0.090 -0.180 0.455 0.115
H 1.9739 0.9604 9.0247 -0.063 0.056 0.075 0.214
C -2.5423 1.0006 -6.2181 0.019 0.005 0.380 0.140
H 0.5642 1.2561 -4.2193 -0.167 0.072 0.132 0.256
H -2.8787 0.2736 -2.0589 -0.010 -0.026 0.094 0.230
C -2.7958 0.9236 -7.6820 0.187 0.011 -0.006 -0.635
H 1.9369 2.3403 4.6253 0.022 0.124 0.031 0.225
C 2.3322 -0.4078 7.4061 0.054 -0.188 0.299 -0.062
C -0.1772 -0.1050 -2.7400 -0.179 -0.535 -0.573 0.289
C 0.4898 -1.5000 0.4924 0.048 0.377 0.099 0.628
C -3.4908 1.0376 -5.1801 0.196 0.006 0.194 -0.340
C -0.1475 -2.1648 -1.9073 0.230 0.483 0.782 -0.221
N -1.4573 1.1223 -4.3920 -0.579 0.035 0.114 -0.164
O 0.4879 -2.6194 0.9669 -0.017 -0.039 -0.084 -0.602
H 3.6752 0.7748 8.5968 0.100 0.039 0.034 0.214
C 0.1649 -1.2622 -0.9240 -0.256 -1.062 -0.661 0.146
H -0.6328 -1.7840 -4.0502 -0.080 -0.007 -0.250 0.243
H 0.7387 0.5038 0.6248 -0.019 -0.207 0.019 0.407
C 2.7337 0.2465 8.7188 -0.118 -0.080 -0.435 -0.617
H -2.7402 2.0338 -2.0924 -0.027 0.037 0.097 0.219
H 2.8453 -0.5099 9.4904 0.017 -0.062 0.096 0.213
H 1.6659 -1.8555 5.3845 0.014 -0.055 0.081 0.213
C 1.5923 -1.0103 4.7190 0.122 0.236 0.385 -0.247
H -0.3278 2.0077 -2.8702 0.043 -0.067 -0.109 0.220
H -2.3917 1.8026 -8.1812 -0.036 0.030 -0.092 0.226
H 1.0432 -2.2419 3.0614 -0.004 -0.021 -0.004 0.254
C -0.3678 -1.4144 -3.0812 0.085 0.697 0.071 -0.311
H -0.2059 -3.2262 -1.7862 0.009 -0.224 0.112 0.245
N 0.7766 -0.3502 1.1652 -0.049 0.307 -0.356 -0.585
N -1.3193 1.0488 -5.7182 0.475 -0.044 -0.766 -0.292
H 3.1000 -1.1282 7.0910 -0.130 0.046 -0.017 0.171
H 1.3065 1.9470 2.2731 -0.005 0.099 -0.065 0.204
H -4.2656 1.2580 -2.5393 -0.030 0.021 0.043 0.235
```
Positions in Å, forces in eV/Å.

highest occupied orbital energy	-7.884	eV
ΔE to the lowest compared entry with this formula, charge and spin	233.9	kJ/mol
energy	-30656.406	eV
SMILES	CCOc1ccc(NC(=O)c2ccc(Cn3nc(C)cc3C)o2)cc1
frontier orbital gap	8.45	eV
multiplicity	1
max |F|	1.28	eV/Å